Record 1
13 unconnected molecules or ions with the total composition C62H144O31S3. Source: the OMol25 dataset; level of theory: ωB97M-V with the def2-TZVPD basis set.

```
240
Properties=species:S:1:pos:R:3:lowdin_charge:R:1
C -2.582 9.861 4.508 -0.0892
O -1.975 9.106 3.446 -0.2055
C -0.784 8.469 3.799 -0.2249
C -0.283 7.622 2.623 -0.2043
O -1.149 6.546 2.305 -0.1748
C -2.173 6.871 1.268 -0.1165
C -3.222 5.769 1.213 -0.2512
O -2.872 4.542 0.719 -0.1787
C -2.930 4.487 -0.747 -0.0444
H -1.874 10.541 4.936 0.0706
H -3.092 9.252 5.333 0.1104
H -3.395 10.423 4.038 0.0846
H -0.896 7.798 4.729 0.1491
H -0.068 9.257 4.072 0.1235
H 0.632 7.181 2.910 0.0966
H -0.210 8.340 1.780 0.1384
H -1.643 6.982 0.357 0.1022
H -2.600 7.801 1.582 0.1077
H -4.081 6.276 0.783 0.1253
H -3.597 5.587 2.245 0.1380
H -2.656 3.469 -1.053 0.0675
H -2.161 5.086 -1.211 0.0752
H -3.882 4.658 -1.156 0.0747
C 0.682 -4.197 -4.099 -0.0719
O 0.673 -3.231 -3.053 -0.2028
C -0.613 -2.741 -2.732 -0.1909
C -1.392 -3.684 -1.913 -0.2272
O -1.762 -4.802 -2.631 -0.0895
C -2.813 -5.485 -2.021 -0.2102
C -2.469 -6.600 -1.030 -0.1818
O -1.672 -6.013 -0.057 -0.1652
C -2.396 -5.284 0.855 -0.1459
H -0.106 -3.945 -4.791 0.0814
H 0.539 -5.225 -3.643 0.1110
H 1.586 -4.015 -4.611 0.0681
H -1.182 -2.515 -3.634 0.1082
H -0.400 -1.804 -2.213 0.1181
H -2.327 -3.264 -1.629 0.0919
H -0.757 -3.899 -0.953 0.1555
H -3.421 -6.026 -2.733 0.1190
H -3.540 -4.766 -1.569 0.1162
H -1.879 -7.362 -1.520 0.1306
H -3.399 -6.993 -0.621 0.1249
H -2.765 -4.332 0.362 0.0630
H -1.749 -5.095 1.687 0.0748
H -3.349 -5.705 1.298 0.1149
C 3.148 -4.191 -0.078 -0.0943
O 3.296 -5.079 1.005 -0.2194
C 3.915 -6.332 0.682 -0.1626
C 4.851 -6.772 1.862 -0.1612
O 5.888 -5.811 2.156 -0.1549
C 7.060 -5.868 1.253 -0.1217
C 8.209 -5.518 2.178 -0.2878
O 8.409 -6.443 3.135 -0.1503
C 9.435 -6.076 4.008 -0.1175
H 2.636 -3.263 0.337 0.1083
H 2.604 -4.686 -0.853 0.0783
H 4.148 -3.891 -0.368 0.0514
H 4.557 -6.286 -0.173 0.1080
H 3.058 -7.020 0.561 0.1310
H 5.283 -7.771 1.722 0.1227
H 4.200 -6.849 2.712 0.1016
H 7.119 -5.110 0.497 0.0982
H 7.214 -6.876 0.851 0.1320
H 7.922 -4.623 2.725 0.1145
H 9.080 -5.298 1.548 0.1340
H 9.720 -6.930 4.472 0.0378
H 9.150 -5.306 4.857 0.1240
H 10.354 -5.590 3.488 0.1176
C -9.094 1.723 0.659 -0.0788
O -8.055 2.344 -0.152 -0.2194
C -7.716 1.598 -1.290 -0.2482
C -6.716 2.280 -2.167 -0.1276
O -5.365 2.237 -1.608 -0.1181
C -4.590 1.225 -2.072 -0.2401
C -3.663 1.649 -3.221 -0.1053
O -4.604 1.886 -4.347 -0.2085
C -4.099 2.675 -5.358 -0.1407
H -8.590 0.771 1.008 0.0977
H -10.036 1.556 0.078 0.0847
H -9.357 2.413 1.551 0.1113
H -8.586 1.434 -1.896 0.1145
H -7.444 0.599 -0.945 0.1265
H -7.050 3.348 -2.197 0.1480
H -6.818 1.857 -3.144 0.1106
H -5.209 0.357 -2.366 0.1429
H -3.948 0.891 -1.244 0.1007
H -2.874 0.903 -3.512 0.1213
H -3.247 2.637 -3.035 0.1001
H -3.209 2.245 -5.795 0.0756
H -3.896 3.707 -5.091 0.0858
H -4.886 2.711 -6.109 0.0890
C -6.563 -3.756 -1.017 -0.1257
O -5.654 -2.723 -0.821 -0.1851
C -5.140 -2.653 0.470 -0.2041
C -4.224 -1.416 0.527 -0.1747
O -5.011 -0.241 0.724 -0.1457
C -4.306 0.825 1.401 -0.1451
C -5.356 1.843 1.796 -0.1963
O -6.178 1.441 2.848 -0.1793
C -5.743 1.760 4.132 -0.1215
H -6.130 -4.749 -0.894 0.0726
H -6.944 -3.682 -2.061 0.1042
H -7.355 -3.788 -0.251 0.0922
H -4.594 -3.559 0.652 0.0814
H -5.878 -2.500 1.353 0.1665
H -3.642 -1.304 -0.409 0.1275
H -3.577 -1.540 1.369 0.0788
H -3.508 1.195 0.717 0.1232
H -3.867 0.459 2.362 0.1282
H -5.986 2.038 0.914 0.1124
H -5.012 2.825 2.080 0.1142
H -5.606 2.822 4.239 0.0751
H -4.782 1.297 4.453 0.0846
H -6.586 1.428 4.762 0.0981
C -0.834 2.026 3.057 -0.2219
C -1.740 3.108 3.743 -0.1672
C -0.769 4.070 4.453 -0.2280
S 0.518 3.046 5.048 0.7108
O 0.272 2.721 6.473 -0.3588
O 1.825 3.569 4.680 -0.3321
C 0.030 1.538 4.135 -0.2288
H -0.257 2.447 2.233 0.1162
H -1.337 1.196 2.605 0.0869
H -2.468 2.556 4.416 0.1312
H -2.289 3.605 2.942 0.0875
H -1.337 4.509 5.261 0.1082
H -0.322 4.798 3.772 0.0906
H -0.433 0.998 4.950 0.0981
H 0.928 1.002 3.788 0.1094
C 2.822 4.392 -3.416 -0.1939
C 2.752 4.873 -4.865 -0.1846
C 1.299 4.684 -5.353 -0.2107
S 0.638 3.390 -4.368 0.6758
O 0.403 2.203 -5.178 -0.3277
O -0.415 3.833 -3.480 -0.3280
C 2.056 3.084 -3.361 -0.2259
H 2.261 5.047 -2.801 0.0844
H 3.868 4.309 -3.038 0.1383
H 3.421 4.316 -5.515 0.1179
H 3.010 5.929 -4.982 0.1170
H 1.345 4.405 -6.341 0.0748
H 0.663 5.538 -5.246 0.1048
H 2.512 2.259 -3.836 0.0661
H 1.801 2.761 -2.400 0.0727
C 6.440 0.174 1.975 -0.2099
C 5.373 -0.812 2.551 -0.1975
C 5.678 -2.237 2.094 -0.1758
S 6.556 -2.001 0.422 0.7015
O 5.690 -2.385 -0.660 -0.3543
O 7.910 -2.544 0.424 -0.3440
C 6.677 -0.179 0.514 -0.2234
H 7.360 0.108 2.549 0.1181
H 5.995 1.132 2.061 0.0834
H 4.335 -0.529 2.250 0.1220
H 5.496 -0.802 3.656 0.1239
H 4.834 -2.882 1.966 0.0650
H 6.478 -2.744 2.628 0.0869
H 5.908 0.240 -0.235 0.0894
H 7.688 0.222 0.204 0.1232
C -3.923 -3.057 -4.377 -0.1161
O -2.884 -2.758 -5.281 -0.2020
C -2.812 -1.344 -5.593 -0.1563
C -1.755 -1.089 -6.645 -0.1761
O -0.454 -1.269 -6.089 -0.1876
C 0.478 -0.967 -7.117 -0.1052
H -4.908 -2.537 -4.671 0.1071
H -3.778 -2.519 -3.416 0.0837
H -4.084 -4.122 -4.305 0.0810
H -2.606 -0.817 -4.639 0.1113
H -3.822 -1.074 -5.947 0.1302
H -1.840 -0.080 -6.959 0.1133
H -1.774 -1.755 -7.434 0.1032
H 0.352 -1.650 -7.985 0.0941
H 1.505 -1.118 -6.716 0.0925
H 0.347 -0.008 -7.552 0.0711
C 1.582 -0.392 -3.861 -0.1118
O 2.157 -0.204 -2.541 -0.2061
C 3.433 -0.870 -2.534 -0.1837
C 4.550 0.109 -2.858 -0.1599
O 4.598 0.783 -4.150 -0.2372
C 4.854 -0.030 -5.270 -0.1146
H 2.115 0.263 -4.625 0.0888
H 0.544 -0.061 -3.840 0.0665
H 1.548 -1.500 -4.127 0.0938
H 3.379 -1.731 -3.195 0.1142
H 3.557 -1.248 -1.512 0.1130
H 5.575 -0.317 -2.768 0.1271
H 4.419 0.935 -2.104 0.1106
H 4.131 -0.915 -5.225 0.0956
H 5.895 -0.402 -5.202 0.0887
H 4.718 0.603 -6.173 0.0965
C 0.602 5.151 0.027 -0.0757
O 1.410 4.191 0.705 -0.2119
C 2.539 4.784 1.376 -0.1719
C 3.390 3.750 2.101 -0.2361
O 4.349 3.154 1.305 -0.1498
C 3.731 2.311 0.362 -0.1048
H -0.488 4.837 0.218 0.0918
H 0.823 5.090 -1.071 0.0826
H 0.697 6.163 0.477 0.0821
H 2.111 5.520 2.069 0.1102
H 3.266 5.313 0.732 0.1369
H 2.744 2.965 2.533 0.1065
H 3.871 4.179 2.992 0.1339
H 3.038 1.600 0.797 0.0859
H 4.512 1.735 -0.168 0.0628
H 3.165 2.733 -0.458 0.0700
C -1.656 -2.592 2.968 -0.1067
O -0.937 -1.534 2.358 -0.1812
C -0.666 -1.938 1.010 -0.1770
C 0.050 -0.759 0.342 -0.1872
O -0.811 0.321 0.021 -0.1909
C -0.119 1.279 -0.797 -0.0602
H -2.577 -2.836 2.401 0.0703
H -2.096 -2.191 3.890 0.0981
H -0.993 -3.403 3.175 0.0733
H -1.586 -2.231 0.473 0.0965
H 0.040 -2.783 0.954 0.1250
H 0.545 -0.925 -0.572 0.0815
H 0.812 -0.446 1.024 0.1144
H 0.132 0.765 -1.756 0.0781
H 0.786 1.522 -0.302 0.0588
H -0.731 2.193 -1.013 0.0945
C 0.798 -4.699 6.880 -0.0694
O 1.363 -4.316 5.621 -0.1991
C 1.655 -2.989 5.531 -0.2579
C 2.090 -2.741 4.090 -0.1668
O 3.509 -2.874 3.863 -0.2025
C 3.933 -4.189 4.215 -0.0811
H 0.771 -5.767 6.905 0.0828
H -0.208 -4.323 6.900 0.0779
H 1.253 -4.304 7.772 0.0860
H 2.541 -2.672 6.109 0.1373
H 0.767 -2.393 5.856 0.1365
H 1.779 -1.771 3.686 0.1172
H 1.541 -3.506 3.514 0.1216
H 3.696 -4.446 5.234 0.0771
H 4.983 -4.303 4.003 0.0824
H 3.283 -4.878 3.687 0.0807
```

Calculated values
LUMO: 0.3 eV
Calculated total energy: -162588.0331 eV
Net charge: 0
E_HOMO: -0.3350 Eh
Gap between HOMO and LUMO: 9.44 eV


Record 2
A molecular structure, C15H21N3O5S. Source: the OMol25 dataset; level of theory: ωB97M-V with the def2-TZVPD basis set.

```
45
Properties=species:S:1:pos:R:3:nbo_charge:R:1
C 5.591 5.558 0.660 -0.6162
C 5.611 4.711 -0.659 -0.0863
H 5.656 5.277 -1.622 0.1782
H 6.587 4.187 -0.630 0.1902
O 4.476 4.099 -0.893 -0.5071
C 4.676 2.832 -0.110 0.7829
O 5.647 2.496 0.719 -0.5788
C 3.409 1.993 -0.550 -0.2166
C 3.324 0.768 0.114 -0.0935
C 2.141 -0.056 0.052 -0.2709
C 1.308 0.232 -0.922 0.1580
C 1.382 1.611 -1.624 -0.2015
C 2.278 2.541 -1.274 -0.1643
H 2.532 3.229 -1.806 0.2025
H 0.461 1.989 -2.230 0.2078
N 0.104 -0.359 -0.930 -0.5982
C -0.382 -1.551 -0.449 0.7604
O 0.505 -2.317 0.107 -0.6352
N -1.639 -2.182 -1.045 -0.4517
C -2.640 -1.302 -1.100 -0.2381
H -3.363 -1.671 -1.984 0.1938
H -2.269 -0.320 -1.490 0.2197
C -3.440 -1.181 0.125 -0.2652
N -3.759 -2.464 0.714 -0.6891
S -5.081 -2.432 1.543 2.0249
O -4.512 -2.755 3.093 -0.9625
O -5.920 -1.083 1.809 -0.7987
C -6.044 -3.941 1.220 -0.7160
H -6.305 -3.597 0.422 0.1781
H -6.918 -3.894 2.096 0.2853
H -5.451 -4.780 1.284 0.2472
C -2.784 -3.149 0.764 -0.2599
H -2.110 -2.860 1.638 0.1990
C -1.995 -3.262 -0.393 -0.2009
H -2.567 -3.802 -1.167 0.2013
H -0.989 -4.142 -0.340 0.2670
H -3.194 -4.156 1.061 0.2321
H -2.765 -0.686 1.092 0.1964
H -4.386 -0.529 -0.016 0.2735
H -0.448 -0.002 -1.694 0.3877
H 2.074 -1.073 0.714 0.2929
H 4.343 0.325 1.005 0.2566
H 4.746 6.255 0.594 0.2016
H 5.595 5.091 1.548 0.2134
H 6.515 6.353 0.553 0.2001
```

Calculated values
LUMO: -0.3 eV
Calculated total energy: -41422.7424 eV
Net charge: 0
E_HOMO: -0.3253 Eh
ΔE to the lowest compared entry with this formula, charge and spin: 391.97 kcal per mole
Gap between HOMO and LUMO: 8.53 eV


Record 3
2 unconnected molecules or ions with the total composition C6H16NPS3. Source: the OMol25 dataset; level of theory: ωB97M-V with the def2-TZVPD basis set.

```
27
Properties=species:S:1:pos:R:3:nbo_charge:R:1
C 1.560 -3.821 -1.475 -0.6115
C -0.002 4.231 0.729 -0.6054
C 1.257 -3.088 -0.174 -0.4179
C -0.936 3.033 0.629 -0.4136
C -0.228 -2.933 0.100 -0.5263
C -1.303 2.753 -0.821 -0.5212
N -0.396 -0.699 2.288 -0.9559
P -0.489 -0.087 -0.671 0.6963
S 1.187 0.588 -1.417 -0.4340
S -1.122 -2.008 -1.202 0.0072
S -2.155 1.150 -1.007 0.0282
H 2.634 -3.871 -1.636 0.2138
H 1.167 -4.834 -1.448 0.1995
H 1.113 -3.299 -2.319 0.2122
H 0.934 4.019 0.216 0.2112
H -0.452 5.114 0.277 0.2020
H 0.217 4.451 1.770 0.2167
H 1.723 -2.100 -0.192 0.2148
H 1.684 -3.639 0.666 0.2125
H -1.844 3.205 1.211 0.2073
H -0.432 2.154 1.045 0.2112
H -0.733 -3.897 0.129 0.2243
H -0.400 -2.380 1.033 0.2995
H -2.002 3.494 -1.205 0.2338
H -0.412 2.729 -1.452 0.2429
H -1.090 0.011 2.511 0.3269
H 0.522 -0.276 2.415 0.3254
```

Calculated values
LUMO: -2.1 eV
Calculated total energy: -49764.6792 eV
Net charge: 0
E_HOMO: -0.3001 Eh
ΔE to the lowest compared entry with this formula, charge and spin: 43.74 kcal per mole
Gap between HOMO and LUMO: 6.11 eV


Record 4
A molecular structure, C4H7InO2. Source: the OMol25 dataset; level of theory: ωB97M-V with the def2-TZVPD basis set.

```
14
Properties=species:S:1:pos:R:3:lowdin_spin:R:1
O 1.986 1.198 -0.519 0.0126
C 2.230 0.091 -0.098 0.0002
C 1.225 -0.839 0.532 0.0000
O 0.005 -0.255 0.836 0.0063
C -0.946 -0.197 -0.256 0.0376
C -2.040 0.788 0.038 0.3203
In -1.385 2.590 -0.678 0.5820
H 3.238 -0.358 -0.245 0.0003
H 1.691 -1.216 1.460 0.0000
H 1.113 -1.709 -0.144 0.0001
H -1.469 -1.159 -0.377 0.0207
H -0.359 -0.271 -1.187 0.0081
H -2.973 0.479 -0.466 0.0050
H -2.315 0.859 1.104 0.0070
```

Calculated values
LUMO (spin up / spin down): -4.8 / -7.0 eV
Spin multiplicity: 2
Calculated total energy: -13520.1669 eV
Net charge: +1
E_HOMO (spin up / spin down): -0.4902 / -0.4960 Eh
Gap between HOMO and LUMO (spin up / spin down): 8.57 / 6.50 eV